C37H74Cl2O18 | ωB97M-V/def2-TZVPD

As for the total charge: -1. As for the HOMO energy (alpha / beta): 0.550 / -7.082 eV. The value obtained for the energy is -3728.81812 Ha. Its multiplicity is 2. The HOMO-LUMO gap (alpha / beta) comes out at 0.0543 / 0.3345 Eh.

Geometry as XYZ:
```
131
Properties=species:S:1:pos:R:3:lowdin_spin:R:1
C 4.850 -2.030 -1.685 0.14
Cl 4.227 -1.701 -3.393 0.21
Cl 3.559 -2.650 -0.624 0.24
H 5.738 -2.658 -1.618 0.08
H 5.180 -1.008 -1.498 0.02
O -5.284 0.881 4.270 0.00
C -5.577 0.775 3.049 0.00
O -5.281 -0.190 2.218 0.00
C -4.697 -1.444 2.668 0.00
C -4.186 -2.304 1.615 0.00
C -6.138 2.070 2.451 0.00
H -5.431 -2.029 3.223 0.00
H -3.871 -1.153 3.317 0.00
H -5.005 -2.730 1.036 0.00
H -3.502 -3.074 1.971 0.00
H -3.592 -1.764 0.877 0.00
H -6.382 1.908 1.401 0.00
H -5.203 2.626 2.380 0.00
H -6.987 2.528 2.957 0.00
O 5.267 1.511 -1.501 0.03
C 5.842 2.267 -2.240 0.02
O 5.532 2.684 -3.446 0.00
C 4.326 2.171 -3.964 0.00
C 4.613 1.038 -4.942 0.01
C 7.257 2.653 -1.787 0.04
H 3.797 2.965 -4.491 0.00
H 3.628 1.885 -3.178 0.00
H 5.406 0.385 -4.576 0.01
H 5.014 1.424 -5.879 0.00
H 3.771 0.352 -5.033 0.00
H 7.270 3.635 -1.315 0.00
H 8.021 2.770 -2.556 0.01
H 7.730 1.915 -1.140 0.02
O 1.326 4.013 -2.509 0.00
C 0.182 4.273 -2.716 0.00
O -0.487 5.393 -2.216 0.00
C 0.227 6.513 -1.772 0.00
C 0.193 7.652 -2.891 0.00
C -0.847 3.232 -3.199 0.00
H 1.270 6.304 -1.534 0.00
H -0.162 6.889 -0.826 0.00
H 0.861 8.475 -2.634 0.00
H -0.814 7.814 -3.276 0.00
H 0.799 7.208 -3.681 0.00
H -1.412 3.447 -4.106 0.00
H -1.542 3.039 -2.382 0.00
H -0.427 2.237 -3.343 0.00
O 1.932 5.232 1.062 0.00
C 2.607 5.379 2.067 0.00
O 3.296 4.452 2.725 0.01
C 3.233 3.094 2.422 0.01
C 1.926 2.333 2.811 0.00
C 2.689 6.649 2.798 0.00
H 3.988 2.658 3.076 0.01
H 3.462 2.844 1.386 0.00
H 2.037 1.360 2.332 0.00
H 1.059 2.792 2.336 0.00
H 1.837 2.333 3.897 0.00
H 1.708 7.084 2.991 0.00
H 3.160 7.371 2.131 0.00
H 3.353 6.676 3.661 0.00
O 1.750 -7.316 -0.359 0.01
C 1.133 -7.214 -1.352 0.01
O 0.283 -6.295 -1.795 0.00
C 0.055 -5.032 -1.059 0.01
C -1.264 -5.132 -0.364 0.00
C 1.191 -8.206 -2.450 0.01
H 0.126 -4.115 -1.643 0.00
H 0.857 -4.948 -0.326 0.00
H -1.400 -6.098 0.122 0.00
H -2.035 -5.320 -1.111 0.00
H -1.484 -4.188 0.135 0.00
H 2.003 -8.910 -2.265 0.00
H 1.379 -7.735 -3.415 0.00
H 0.246 -8.742 -2.544 0.00
O 0.585 -3.203 4.127 0.00
C 1.763 -3.496 3.976 0.00
O 2.245 -4.706 3.678 0.00
C 1.476 -5.870 3.683 0.00
C 0.268 -5.941 2.631 0.00
C 2.770 -2.437 4.137 0.01
H 1.094 -6.196 4.651 0.00
H 2.197 -6.601 3.317 0.00
H 0.086 -6.989 2.391 0.00
H 0.563 -5.459 1.699 0.00
H -0.656 -5.452 2.939 0.00
H 2.605 -1.994 5.120 0.00
H 2.536 -1.764 3.312 0.00
H 3.698 -2.998 4.030 0.01
O -1.340 -0.555 -0.100 0.00
C -0.166 -0.616 0.395 0.00
O 0.934 -0.008 -0.001 0.00
C 0.864 0.951 -1.017 0.00
C 1.380 0.104 -2.270 0.01
C 0.203 -1.527 1.588 0.00
H 1.501 1.815 -0.831 0.00
H -0.129 1.330 -1.259 0.00
H 2.445 -0.045 -2.095 0.00
H 1.466 0.717 -3.167 0.00
H 0.867 -0.847 -2.416 0.00
H -0.222 -2.525 1.484 0.00
H -0.164 -1.089 2.516 0.00
H 1.287 -1.636 1.617 0.00
O -1.385 1.624 4.300 0.00
C -2.315 2.411 4.118 0.00
O -2.835 2.678 2.944 0.00
C -2.468 2.027 1.739 0.00
C -3.183 2.347 0.412 0.00
C -2.923 3.175 5.284 0.00
H -2.665 0.968 1.909 0.00
H -1.388 2.115 1.623 0.00
H -2.948 3.393 0.214 0.00
H -4.267 2.251 0.348 0.00
H -2.808 1.860 -0.489 0.00
H -3.987 2.937 5.312 0.00
H -2.738 4.242 5.164 0.00
H -2.500 2.883 6.245 0.00
O -3.876 -0.174 -4.073 0.00
C -3.430 -1.272 -3.640 0.00
O -4.108 -2.234 -2.981 0.00
C -5.468 -1.952 -2.610 0.00
C -6.039 -3.335 -2.005 0.00
C -1.963 -1.539 -3.867 0.00
H -6.011 -1.541 -3.461 0.00
H -5.619 -1.124 -1.917 0.00
H -6.049 -3.981 -2.883 0.00
H -6.970 -3.036 -1.524 0.00
H -5.483 -3.874 -1.238 0.00
H -1.495 -1.072 -4.733 0.00
H -2.022 -2.598 -4.119 0.00
H -1.394 -1.347 -2.958 0.00
```

=====

C37H76Ag2N4O7Zn | ωB97M-V/def2-TZVPD

For the energy above the lowest of the compared OMol25 structures with the same formula, charge and spin, the calculation gives 0.0 kJ/mol. As for the total charge: +2. As for the HOMO energy: -12.089 eV. The value obtained for the energy is -4273.52702 Ha. The HOMO-LUMO gap comes out at 0.1183 Eh.

Geometry as XYZ:
```
127
Properties=species:S:1:pos:R:3:mulliken_charge:R:1
Zn -17.884 -18.451 -24.173 0.30
Ag -15.695 -18.286 -26.961 0.39
Ag -14.722 -19.894 -23.980 0.77
C -15.673 -17.164 -24.182 1.23
O -14.587 -17.539 -24.703 -0.92
O -16.239 -17.675 -23.114 -0.54
O -16.657 -17.077 -25.028 -0.33
C -19.848 -16.896 -25.795 -2.55
C -20.797 -17.518 -24.769 2.19
C -21.365 -18.723 -25.484 -1.25
C -22.078 -19.743 -24.542 -0.78
C -21.097 -20.089 -23.425 -1.09
C -20.614 -18.827 -22.640 0.96
N -20.012 -17.878 -23.556 1.59
O -19.604 -16.739 -22.812 -0.39
C -21.811 -18.414 -21.721 -1.54
C -19.588 -19.400 -21.628 -2.22
C -21.890 -16.462 -24.481 -1.83
H -19.293 -16.129 -25.237 0.65
H -20.362 -16.307 -26.550 0.72
H -19.052 -17.541 -26.184 -0.03
H -22.077 -18.520 -26.282 0.46
H -20.564 -19.308 -25.950 0.26
H -22.283 -20.670 -25.077 0.47
H -23.015 -19.366 -24.131 0.35
H -20.171 -20.416 -23.923 0.22
H -21.406 -20.866 -22.731 0.53
H -21.978 -19.346 -21.184 0.47
H -21.552 -17.631 -21.010 0.50
H -22.784 -18.251 -22.182 0.35
H -18.807 -19.913 -22.216 0.32
H -19.145 -18.681 -20.939 0.47
H -19.959 -20.219 -21.013 0.52
H -21.353 -15.551 -24.205 0.51
H -22.636 -16.770 -23.752 0.24
H -22.447 -16.137 -25.359 0.49
H -20.398 -16.456 -22.327 0.40
C -17.177 -15.184 -27.884 -1.06
C -16.184 -14.007 -27.791 1.66
C -17.198 -12.854 -27.541 -1.29
C -16.459 -11.594 -27.131 -0.92
C -15.555 -11.832 -25.923 -1.12
C -14.579 -13.028 -26.078 1.67
N -15.276 -14.197 -26.664 0.27
O -14.504 -15.348 -26.843 0.28
C -13.390 -12.674 -26.986 -1.54
C -14.121 -13.480 -24.674 -1.91
C -15.482 -13.880 -29.142 -1.56
H -17.954 -15.004 -28.625 0.67
H -17.627 -15.381 -26.905 0.00
H -16.792 -16.198 -28.081 -0.74
H -17.728 -12.695 -28.480 0.57
H -17.875 -13.122 -26.727 0.31
H -17.068 -10.691 -27.034 0.47
H -16.007 -11.279 -28.083 0.30
H -16.299 -11.783 -25.128 0.35
H -14.832 -11.016 -25.865 0.43
H -12.575 -12.306 -26.361 0.56
H -13.021 -13.546 -27.523 0.03
H -13.677 -11.918 -27.717 0.36
H -13.404 -12.807 -24.196 0.49
H -14.910 -13.598 -23.931 0.28
H -13.495 -14.373 -24.753 0.45
H -14.473 -14.295 -29.141 0.18
H -15.507 -12.861 -29.531 0.34
H -15.921 -14.461 -29.960 0.47
H -14.681 -15.855 -26.043 -0.13
C -12.009 -19.941 -29.440 -1.77
C -13.047 -18.956 -28.818 1.45
C -12.929 -17.624 -29.591 -1.06
C -13.611 -17.575 -30.934 -0.87
C -15.070 -17.933 -30.598 -0.80
C -15.284 -19.349 -30.030 1.50
N -14.407 -19.486 -28.829 1.39
O -14.455 -20.775 -28.201 -0.48
C -16.759 -19.439 -29.610 -1.49
C -14.991 -20.432 -31.115 -1.74
C -12.541 -18.612 -27.425 -1.78
H -10.970 -19.742 -29.180 0.45
H -11.970 -20.041 -30.526 0.30
H -12.219 -20.928 -29.023 0.46
H -13.405 -16.826 -29.008 -0.06
H -11.879 -17.335 -29.516 0.56
H -13.172 -18.261 -31.659 0.34
H -13.580 -16.581 -31.379 0.53
H -15.690 -17.814 -31.488 0.50
H -15.455 -17.253 -29.831 -0.29
H -17.028 -18.794 -28.759 -0.02
H -17.384 -19.191 -30.464 0.43
H -16.967 -20.443 -29.229 0.44
H -14.081 -20.213 -31.663 0.30
H -14.970 -21.375 -30.564 0.38
H -15.851 -20.582 -31.766 0.47
H -12.792 -19.229 -26.556 0.15
H -12.973 -17.655 -27.096 0.31
H -11.479 -18.377 -27.452 0.53
H -15.039 -20.627 -27.461 0.20
C -12.539 -17.346 -20.003 -1.66
C -12.458 -18.887 -19.801 1.60
C -12.296 -19.081 -18.236 -1.16
C -13.554 -18.791 -17.508 -0.48
C -14.626 -19.768 -17.978 -1.40
C -14.903 -19.612 -19.475 1.81
N -13.635 -19.636 -20.256 -0.42
O -13.815 -19.470 -21.658 -0.12
C -15.710 -20.825 -19.978 -1.72
C -15.817 -18.393 -19.686 -1.42
C -11.203 -19.411 -20.460 -1.98
H -13.478 -16.822 -19.835 0.23
H -12.410 -17.219 -21.085 0.49
H -11.720 -16.882 -19.461 0.44
H -11.927 -20.102 -18.105 0.37
H -11.534 -18.437 -17.791 0.47
H -13.995 -17.844 -17.830 0.27
H -13.370 -18.855 -16.437 0.40
H -15.527 -19.630 -17.374 0.44
H -14.402 -20.796 -17.675 0.42
H -16.702 -20.833 -19.515 0.41
H -15.982 -20.578 -21.010 0.21
H -15.301 -21.821 -19.831 0.35
H -15.356 -17.451 -19.400 0.31
H -16.146 -18.384 -20.729 0.09
H -16.728 -18.478 -19.092 0.48
H -11.185 -20.495 -20.341 0.45
H -10.279 -19.016 -20.035 0.38
H -11.138 -19.130 -21.514 0.34
H -14.103 -18.538 -21.670 0.35
```